No. 1
{"formula": "C4H4O3S2", "method": "wB97M-V/def2-TZVPD", "e_homo_ev": -9.933, "multiplicity": 1, "largest_force_ev_per_a": 2.91, "e_tot_ev": -32024.8339, "smiles": "C=C1OC(=O)OC1(S)S", "e_lumo_ev": 0.31, "de_lowest_kcal_mol": 0.00, "total_charge": 0, "species": ["C", "C", "O", "C", "O", "O", "C", "S", "S", "H", "H", "H", "H"], "xyz": [[-1.185, -1.530, -0.549], [-0.156, -0.750, -0.266], [1.132, -1.201, -0.194], [2.013, -0.202, 0.119], [3.176, -0.394, 0.243], [1.409, 0.956, 0.289], [-0.208, 0.718, 0.019], [-1.070, 1.228, 1.505], [-0.682, 1.706, -1.390], [-1.026, -2.573, -0.747], [-2.184, -1.140, -0.593], [-0.550, 0.308, 2.319], [-0.669, 2.878, -0.755]]}

---

No. 2
{"formula": "C4H4O4", "method": "wB97M-V/def2-TZVPD", "e_homo_ev": -10.387, "multiplicity": 1, "largest_force_ev_per_a": 1.62, "e_tot_ev": -12401.1597, "smiles": "O=C[C@H]1O[C@@H]1C(=O)O", "e_lumo_ev": 0.49, "de_lowest_kcal_mol": 49.45, "total_charge": 0, "species": ["O", "C", "C", "O", "C", "C", "O", "O", "H", "H", "H", "H"], "xyz": [[1.946, 1.436, -2.037], [1.802, 0.610, -1.184], [0.451, -0.022, -0.785], [0.566, -1.283, -0.187], [0.248, -0.195, 0.663], [-1.207, -0.088, 1.117], [-1.571, 0.478, 2.110], [-1.960, -0.815, 0.288], [2.685, 0.265, -0.565], [-0.430, 0.140, -1.448], [1.039, -0.019, 1.382], [-2.897, -0.734, 0.361]]}